Record 1
C12H25F6N6O | ωB97M-V/def2-TZVPD

Geometry as XYZ:
```
50
Properties=species:S:1:pos:R:3
F -6.124 -1.783 -0.678
F -6.928 -0.046 0.332
F -2.099 -1.574 3.443
F -4.577 1.188 0.349
F -5.477 -1.310 1.336
F -5.059 0.458 -1.668
O 1.802 -2.727 1.817
N 3.709 1.290 0.798
N -0.489 -0.729 -1.476
N 4.522 1.390 -1.391
N 1.090 0.401 -0.166
N 2.634 2.713 -0.948
N 0.024 -1.684 0.565
C 0.217 -0.687 -0.378
C -2.920 -1.159 -1.833
C 1.077 -2.759 0.650
C -1.072 -2.192 2.730
C -0.375 -1.126 1.878
C -3.336 -0.675 -0.439
C 3.308 1.460 -0.595
C -4.680 0.062 -0.418
C -5.840 -0.776 0.162
C 2.942 -1.869 1.863
C -1.496 -1.723 -1.858
C 2.341 0.324 -0.973
H -1.511 -2.963 2.089
H -3.382 -1.520 0.250
H -1.395 -2.593 -1.213
H 2.971 1.584 1.425
H 4.518 1.879 0.973
H -1.119 -0.340 1.701
H 2.004 3.006 -0.208
H 5.157 0.719 -0.974
H 3.332 3.443 -1.043
H 4.347 1.095 -2.344
H 2.112 0.438 -2.040
H -2.992 -0.335 -2.547
H 1.715 -2.702 -0.242
H 2.836 -0.639 -0.821
H -0.381 -2.656 3.439
H 3.300 -1.608 0.863
H -3.573 -1.969 -2.174
H 2.703 -0.939 2.390
H -0.315 0.000 -2.163
H 0.605 1.245 -0.473
H 0.545 -3.714 0.635
H 0.466 -0.669 2.405
H -2.607 0.053 -0.070
H 3.721 -2.393 2.417
H -1.261 -2.029 -2.882
```

Computed properties:
- M (g/mol) = 383.4
- total energy (eV) = -40136.206
- maximum force (Eh/bohr) = 0.015
- LUMO level (eV) = -4.07
- charge = +1
- SMILES = COCN(CCF)/C(NCC(N)(N)N)=[NH+]\CCCC(F)(F)C(F)(F)F
- HOMO (eV) = -12.57

Atom charges from the natural (NBO) analysis, given in e for atoms 1 to 4: atom 1 (F): -0.313, atom 2 (F): -0.285, atom 3 (F): -0.353, atom 4 (F): -0.316


Record 2
C12H25FINO2S | ωB97M-V/def2-TZVPD

Geometry as XYZ:
```
43
Properties=species:S:1:pos:R:3
I 0.698 0.187 4.755
S 1.143 2.554 2.857
F -0.293 2.037 2.440
O 1.728 2.998 1.643
O 0.964 3.404 3.973
N 1.887 1.157 3.330
C 3.457 0.593 1.440
C 0.722 -0.316 -1.883
C 1.260 0.955 -1.202
C -2.156 -1.591 -0.321
C 3.482 0.122 -0.024
C -2.669 -0.856 -1.559
C -4.178 -1.009 -1.743
C 2.178 0.217 2.195
C 0.332 -1.493 -0.971
C 2.791 1.020 -1.061
C -0.737 -1.209 0.098
C -4.999 -0.188 -0.731
H 4.296 0.124 1.961
H -4.432 -2.069 -1.642
H -5.469 -0.820 0.024
H -0.146 -0.055 -2.492
H 4.538 0.066 -0.304
H -0.488 -1.769 1.005
H 3.629 1.666 1.488
H -2.833 -1.387 0.516
H 3.203 0.752 -2.040
H -4.456 -0.731 -2.761
H -2.205 -2.671 -0.505
H -0.748 -0.152 0.380
H -4.368 0.530 -0.203
H 1.493 -0.668 -2.578
H 1.320 0.114 1.534
H 0.771 1.131 -0.246
H -2.146 -1.221 -2.449
H 1.228 -1.919 -0.514
H 3.080 2.054 -0.855
H -5.798 0.367 -1.223
H 2.317 -0.754 2.670
H -2.421 0.210 -1.475
H 3.115 -0.907 -0.094
H -0.064 -2.288 -1.614
H 0.975 1.813 -1.819
```

Computed properties:
- M (g/mol) = 393.3
- total energy (eV) = -40087.245
- maximum force (Eh/bohr) = 0.017
- LUMO level (eV) = -1.07
- HOMO (eV) = -10.07

Atom charges from the natural (NBO) analysis, given in e for atoms 1 to 4: atom 1 (I): 0.360, atom 2 (S): 2.520, atom 3 (F): -0.494, atom 4 (O): -0.904


Record 3
C12H25N2O11PS | ωB97M-V/def2-TZVPD

Geometry as XYZ:
```
52
Properties=species:S:1:pos:R:3
S 0.028 0.246 5.376
P -0.814 0.136 -4.058
O 1.075 1.041 -0.135
O -1.575 0.876 1.639
O -0.402 -0.196 -5.578
O -0.120 -0.167 -1.610
O 1.723 0.893 -2.232
O -0.625 1.724 -3.882
O -0.304 -1.505 1.186
O 3.942 -1.177 -5.020
O -1.335 0.072 4.823
O 1.815 -2.314 -1.357
O 2.396 -0.050 -4.097
N 2.807 -1.204 -4.856
N -2.254 -0.296 -3.719
C 0.245 2.000 5.714
C 1.810 -0.382 -2.878
C 0.886 0.643 -1.172
C 0.315 -0.713 -2.857
C -2.348 -0.301 1.731
C 2.623 -1.312 -1.933
C -1.699 -1.495 1.042
C 1.162 0.181 3.981
C -1.271 2.973 0.430
C 1.704 -2.333 0.062
C 0.251 -2.601 0.472
C -2.238 1.928 0.974
H -3.341 -0.134 1.320
H 2.009 -1.408 0.546
H 1.279 2.189 6.002
H -1.229 1.940 -3.151
H -2.881 2.430 1.701
H 3.380 -1.832 -2.519
H 0.117 -1.764 -3.032
H -0.806 0.506 -6.113
H -1.014 2.799 -0.610
H -2.142 -2.387 1.501
H -0.386 -2.777 -0.396
H -2.694 -0.748 -4.511
H -2.830 1.561 0.136
H -2.000 -1.484 -0.008
H -1.761 3.941 0.473
H 2.277 -3.169 0.458
H -0.345 3.030 0.990
H 3.163 -0.686 -1.227
H -2.503 -0.530 2.782
H 0.835 0.879 3.209
H -0.015 2.579 4.827
H 2.169 0.427 4.320
H 0.194 -3.465 1.139
H -0.417 2.270 6.534
H 1.147 -0.831 3.581
```

Computed properties:
- M (g/mol) = 436.4
- total energy (eV) = -58470.942
- maximum force (Eh/bohr) = 0.116
- relative energy (zero: lowest compared OMol25 entry of this formula, charge and spin) (kJ/mol) = 0.0
- LUMO level (eV) = -0.82
- HOMO (eV) = -8.66

Atom charges from the natural (NBO) analysis, given in e for atoms 1 to 4: atom 1 (S): 1.254, atom 2 (P): 2.202, atom 3 (O): -0.503, atom 4 (O): -0.536


Record 4
C12H25N3O3 | ωB97M-V/def2-TZVPD

Geometry as XYZ:
```
43
Properties=species:S:1:pos:R:3
O -2.018 -0.940 2.559
O -0.323 -2.470 1.790
O 0.447 0.787 -1.364
N -2.824 -5.465 -0.864
N 0.369 -0.149 0.609
N 2.945 2.002 -1.033
C -3.285 -3.066 -0.373
C 3.002 3.177 1.724
C 1.712 4.770 -0.853
C 0.991 0.731 -0.301
C 1.742 2.757 0.884
C 2.188 1.534 0.111
C -1.211 -1.343 1.606
C -0.856 -1.834 -0.999
C -2.267 -2.396 -1.468
C 1.002 3.885 0.195
C -2.823 -4.337 0.144
C -0.961 -0.774 0.233
H 1.036 5.508 -1.153
H -2.711 -6.362 -0.400
H -3.708 -2.393 0.343
H -4.193 -3.128 -0.951
H 4.147 3.100 1.060
H -2.032 -5.252 -1.435
H -1.771 -0.047 -0.064
H 3.062 2.440 2.672
H -2.618 -1.569 -2.060
H 0.939 2.356 1.569
H 2.973 0.916 0.672
H -2.166 -3.116 -2.312
H -0.462 -2.748 -0.695
H 2.894 4.390 2.104
H 0.806 4.673 1.229
H -1.896 -4.082 0.675
H 2.132 4.126 -1.713
H 0.013 3.558 -0.192
H -0.327 -1.463 -1.826
H -3.468 -4.569 0.960
H 0.565 -2.128 1.176
H 2.333 2.144 -1.869
H 2.618 5.499 -0.585
H 0.549 0.109 1.616
H 3.454 1.167 -1.422
```

Computed properties:
- M (g/mol) = 259.3
- total energy (eV) = -23457.609
- maximum force (Eh/bohr) = 0.149
- relative energy (zero: lowest compared OMol25 entry of this formula, charge and spin) (kJ/mol) = 593.6
- LUMO level (eV) = 0.29
- SMILES = CC[C@H](C)[C@H](N)C(=O)N[C@@H](CCCCN)C(=O)O
- HOMO (eV) = -9.56

Atom charges from the natural (NBO) analysis, given in e for atoms 1 to 4: atom 1 (O): -0.555, atom 2 (O): -0.719, atom 3 (O): -0.598, atom 4 (N): -0.831


Record 5
C12H25N3OP2V | ωB97M-V/def2-TZVPD

Geometry as XYZ:
```
44
Properties=species:S:1:pos:R:3
V 0.080 -0.068 0.681
P -1.922 -1.206 0.635
P -0.722 2.106 0.157
O -1.340 1.217 -2.286
N 1.668 0.655 -0.373
N 0.572 -1.709 -0.352
N 0.442 0.040 2.551
C -0.732 0.873 -3.460
C -0.275 -2.490 -0.974
C 0.695 2.773 -0.676
C 0.670 0.077 3.690
C 2.046 -1.754 -0.572
C 1.746 1.898 -0.886
C 0.953 0.158 5.119
C -1.736 -2.669 -0.570
C -1.260 -0.443 -4.125
C 2.650 -0.349 -0.747
C -0.859 2.145 -4.277
C -0.165 -0.441 6.006
H -0.827 -0.586 -5.135
H -1.115 0.080 5.831
H -1.919 2.304 -4.464
H 0.723 3.755 -1.128
H -2.354 -0.435 -4.229
H 3.000 -0.229 -1.798
H 1.899 -0.372 5.300
H -0.295 -1.510 5.793
H 2.254 -2.331 -1.484
H -0.305 2.138 -5.211
H -1.850 2.631 -0.511
H 1.096 1.221 5.364
H 0.149 -3.206 -1.698
H 0.348 0.666 -3.304
H -3.105 -0.457 0.507
H -1.836 -3.494 0.227
H -0.846 3.046 1.237
H 2.615 2.186 -1.506
H -0.598 3.036 -3.711
H -2.238 -1.973 1.831
H -2.506 -3.067 -1.284
H 3.578 -0.288 -0.139
H -1.045 -1.341 -3.506
H 0.084 -0.338 7.069
H 2.580 -2.253 0.260
```

Computed properties:
- M (g/mol) = 340.2
- total energy (eV) = -63622.324
- maximum force (Eh/bohr) = 0.063
- multiplicity = 5
- relative energy (zero: lowest compared OMol25 entry of this formula, charge and spin) (kJ/mol) = 223.7
- LUMO level (alpha / beta) (eV) = -3.08 / -4.38
- charge = +1
- ⟨S²⟩ = 6.031
- HOMO (alpha / beta) (eV) = -9.74 / -9.96

Atom charges from the natural (NBO) analysis, given in e for atoms 1 to 4: atom 1 (V): 0.789, atom 2 (P): 0.400, atom 3 (P): 0.403, atom 4 (O): -0.290